[1]
Below is the molecule C18H26N2O5, with properties calculated with ωB97M-V/def2-TZVPD.

As for the SMILES: CCOC(=O)CCCNC(=O)CCNC(=O)c1ccc(OCC)cc1. The value obtained for the energy above the lowest of the compared OMol25 structures with the same formula, charge and spin is 37.6 kJ/mol. The LUMO energy is 0.5 eV.

Last column: Löwdin charge in e.
Positions of all 51 atoms, in Å:
C1 5.896 -1.857 -0.261  -0.0603
C2 6.281 -0.386 -0.252  -0.2082
H1 6.918 -0.145 0.606  0.1228
H2 6.798 -0.109 -1.176  0.1165
O1 5.097 0.409 -0.141  -0.0028
C3 4.877 1.344 -1.062  -0.5067
O2 5.647 1.642 -1.937  0.1083
C4 3.527 1.999 -0.844  -0.0882
H3 3.697 2.955 -0.344  0.1272
H4 2.933 1.364 -0.188  0.1145
C5 2.815 2.237 -2.176  -0.1653
H5 1.867 2.746 -1.991  0.1124
H6 3.439 2.871 -2.806  0.1151
C6 2.550 0.927 -2.920  -0.1650
N1 1.745 0.026 -2.132  0.0649
C7 2.150 -1.202 -1.782  -0.4991
O3 3.208 -1.702 -2.115  0.0432
C8 1.145 -1.945 -0.900  -0.0611
H7 1.555 -2.931 -0.683  0.1152
C9 -0.250 -2.053 -1.548  -0.1519
N2 -1.309 -1.540 -0.705  0.0635
C10 -1.542 -0.213 -0.571  -0.4344
O4 -0.876 0.627 -1.160  0.0511
C11 -2.662 0.159 0.328  -0.1460
C12 -2.629 1.414 0.938  -0.0059
C13 -3.648 1.820 1.766  0.0144
C14 -4.751 0.990 1.997  -0.2617
C15 -4.798 -0.254 1.372  -0.0135
C16 -3.763 -0.660 0.550  -0.0258
H8 -3.845 -1.617 0.054  0.1126
H9 -5.641 -0.914 1.506  0.1055
O5 -5.703 1.505 2.809  -0.0424
C17 -6.841 0.739 3.155  -0.2427
C18 -6.543 -0.304 4.228  -0.0625
H10 -6.141 0.183 5.112  0.0803
H11 -5.815 -1.031 3.876  0.0669
H12 -7.459 -0.824 4.496  0.0780
H13 -7.553 1.473 3.541  0.1243
H14 -7.279 0.272 2.264  0.1166
H15 -3.628 2.785 2.246  0.1212
H16 -1.785 2.058 0.748  0.1204
H17 -1.765 -2.180 -0.076  0.1338
H18 -0.271 -1.480 -2.479  0.1256
H19 -0.483 -3.093 -1.782  0.1229
H20 1.063 -1.396 0.041  0.1241
H21 0.843 0.371 -1.805  0.0960
H22 2.039 1.144 -3.865  0.1235
H23 3.490 0.416 -3.139  0.1202
H24 5.168 -2.038 -1.049  0.0524
H25 6.778 -2.465 -0.436  0.0751
H26 5.453 -2.136 0.692  0.0748

Force components x, y, z for each atom (eV/Å):
-0.099 0.416 -0.011
0.497 -0.299 -0.233
-0.079 0.033 -0.142
-0.047 -0.041 0.235
-0.161 -0.227 0.337
-0.240 0.333 0.059
0.026 0.035 -0.146
0.025 -0.012 -0.249
0.024 -0.044 0.060
0.012 0.087 0.029
0.116 -0.248 0.063
0.008 0.091 -0.014
-0.067 0.060 -0.015
0.167 0.181 -0.169
-0.170 0.512 -0.096
-0.402 -0.294 0.371
0.358 -0.187 -0.143
0.184 -0.029 -0.193
0.044 0.097 -0.016
0.085 0.172 -0.027
-0.197 -0.229 0.020
-0.180 -0.415 0.108
0.153 0.237 -0.069
-0.232 0.131 0.107
0.004 -0.142 -0.062
-0.177 -0.056 0.095
0.224 0.023 -0.146
-0.346 0.039 0.236
0.289 0.152 -0.065
-0.011 -0.066 -0.046
-0.081 -0.022 0.047
0.281 0.144 -0.089
-0.316 -0.322 0.226
0.082 0.296 -0.292
0.017 0.015 0.092
0.030 -0.095 0.014
-0.090 -0.082 0.042
0.053 -0.127 -0.126
0.032 0.110 0.051
0.011 0.114 0.059
0.059 0.068 -0.023
-0.019 0.132 -0.008
-0.025 -0.160 0.071
-0.003 0.094 -0.015
-0.028 -0.031 -0.001
0.070 -0.232 0.004
0.129 -0.043 0.036
-0.119 0.073 -0.072
0.020 -0.061 -0.015
0.126 -0.086 0.025
-0.041 -0.099 0.097


[2]
Below is a structure of composition C25H28F4MoN2P, with properties calculated with ωB97M-V/def2-TZVPD.

Its charge is +3. As for the multiplicity: 3. The LUMO energy (spin up / spin down) is -11.9 / -10.9 eV.

Last column: Löwdin charge in e.
Positions of all 61 atoms, in Å:
Mo1 -0.019 0.095 0.632  1.5196
C1 -2.707 -1.425 1.530  -0.0456
C2 -2.524 -1.348 0.026  -0.2057
N1 -1.080 -1.494 -0.362  -0.3195
C3 -0.547 -2.854 0.013  -0.2312
C4 -1.390 -4.030 -0.444  -0.0338
C5 -0.875 -1.235 -1.819  -0.1360
C6 -1.069 0.243 -2.134  -0.1204
N2 -0.752 1.014 -0.914  -0.1006
C7 -1.249 2.301 -0.760  -0.1387
C8 -1.540 2.721 0.545  -0.0993
F1 -1.353 1.760 1.523  -0.0002
C9 -2.038 3.962 0.848  -0.1900
F2 -2.318 4.276 2.093  0.1747
C10 -2.247 4.863 -0.193  0.1719
C11 -1.959 4.490 -1.494  -0.1737
F3 -2.144 5.332 -2.481  0.1865
C12 -1.467 3.221 -1.794  -0.1165
F4 -1.172 2.891 -3.038  0.1635
H1 -3.728 -1.151 1.794  0.1122
H2 -2.517 -2.421 1.927  0.0919
H3 -2.065 -0.715 2.082  0.0571
H4 -3.099 -2.125 -0.482  0.1367
H5 -2.874 -0.391 -0.364  0.1205
H6 0.449 -2.907 -0.424  0.0892
H7 -0.433 -2.866 1.102  0.1155
H8 -1.576 -4.016 -1.518  0.0955
H9 -0.841 -4.946 -0.226  0.1076
H10 -2.341 -4.099 0.081  0.0896
H11 0.143 -1.545 -2.060  0.1231
H12 -1.561 -1.841 -2.415  0.1487
H13 -0.411 0.556 -2.949  0.1439
H14 -2.092 0.492 -2.422  0.1496
H15 -2.644 5.851 0.012  0.1742
C13 2.981 -2.155 0.643  -0.1836
P1 2.296 -0.577 0.101  0.9581
C14 3.020 0.000 -1.411  -0.3796
C15 2.675 1.256 -1.926  -0.1156
C16 3.247 1.692 -3.105  -0.0370
C17 4.151 0.879 -3.784  -0.0075
C18 4.490 -0.369 -3.281  -0.0202
C19 3.929 -0.815 -2.093  -0.0585
C20 2.365 0.619 1.442  -0.4041
C21 1.444 0.360 2.494  -0.2486
C22 1.314 1.240 3.573  -0.0235
C23 2.071 2.402 3.580  0.0052
C24 2.944 2.685 2.526  0.0105
C25 3.081 1.819 1.451  -0.0283
H16 4.060 -2.047 0.770  0.0870
H17 2.779 -2.932 -0.093  0.0653
H18 2.545 -2.441 1.600  0.0662
H19 1.981 1.908 -1.402  0.0942
H20 2.998 2.669 -3.498  0.1254
H21 4.596 1.226 -4.707  0.1330
H22 5.196 -0.997 -3.807  0.1319
H23 4.219 -1.785 -1.713  0.1099
H24 0.987 -0.649 2.611  0.1163
H25 0.651 1.003 4.395  0.1372
H26 1.997 3.088 4.412  0.1386
H27 3.536 3.590 2.557  0.1389
H28 3.768 2.049 0.646  0.1280

Force components x, y, z for each atom (eV/Å):
-0.102 -0.146 -0.161
-0.021 0.039 0.088
-0.001 -0.003 -0.111
0.000 0.087 -0.001
0.040 0.089 0.036
0.001 -0.060 0.011
-0.002 -0.094 -0.087
0.050 0.160 0.035
-0.061 -0.059 0.132
0.105 0.026 -0.049
-0.038 0.119 -0.013
0.011 0.165 0.069
0.045 -0.127 -0.037
0.001 -0.007 0.008
-0.004 0.008 0.013
0.021 -0.096 -0.070
0.010 0.003 -0.017
-0.079 0.016 0.018
-0.011 0.055 0.031
-0.004 -0.017 -0.009
-0.010 0.000 -0.003
-0.004 -0.002 -0.033
0.001 0.027 0.027
-0.006 -0.015 0.051
-0.003 -0.045 0.013
-0.003 -0.033 -0.023
-0.001 0.005 -0.014
0.007 0.000 -0.002
-0.006 0.001 0.001
-0.018 0.016 -0.006
0.025 0.015 -0.004
-0.042 -0.046 -0.013
0.019 -0.048 -0.032
-0.002 0.007 0.008
0.054 0.024 0.015
-0.179 0.025 -0.042
0.128 -0.111 -0.009
-0.080 0.075 0.002
0.001 0.019 -0.015
0.019 -0.039 0.011
-0.033 0.040 0.015
0.009 0.015 -0.016
0.022 0.096 0.080
0.028 -0.219 0.237
0.012 0.081 -0.090
-0.028 -0.045 -0.028
-0.015 0.023 0.047
-0.055 -0.029 -0.012
-0.002 0.003 -0.016
0.009 -0.013 -0.008
-0.010 0.003 -0.019
0.011 -0.045 0.014
0.001 0.005 -0.007
0.004 0.003 -0.010
0.012 -0.002 -0.008
-0.021 -0.010 0.034
0.172 0.061 -0.052
0.017 0.006 0.016
-0.010 0.000 0.009
0.009 0.003 -0.004
0.004 -0.011 0.003


[3]
Below is the molecule C4H7NO, with properties calculated with ωB97M-V/def2-TZVPD.

The value obtained for the energy above the lowest of the compared OMol25 structures with the same formula, charge and spin is 505.9 kJ/mol. The LUMO energy is 0.1 eV.

Last column: Löwdin charge in e.
Positions of all 13 atoms, in Å:
O1 -1.080 -2.279 -0.801  0.1180
C1 -0.408 -1.352 -1.143  -0.2144
N1 0.244 -0.475 -0.187  -0.1134
C2 -0.368 -0.046 1.143  -0.1857
C3 0.663 1.075 1.088  -0.1876
C4 0.481 1.011 -0.420  -0.2113
H1 -0.168 -1.095 -2.189  0.1480
H2 -1.426 0.190 0.887  0.1159
H3 -0.348 -0.840 1.897  0.1081
H4 0.414 2.014 1.585  0.0339
H5 1.185 -0.779 0.127  0.1698
H6 1.294 1.216 -1.126  0.1048
H7 -0.484 1.361 -0.860  0.1138

Force components x, y, z for each atom (eV/Å):
0.331 0.501 -0.169
-0.233 -0.370 0.099
0.003 -0.168 -0.015
-0.159 -0.314 0.168
-0.287 0.354 0.065
0.135 -0.016 -0.376
-0.069 -0.003 0.097
0.195 0.043 0.062
0.038 0.166 -0.100
0.026 -0.095 -0.050
-0.023 -0.094 -0.087
-0.093 -0.015 0.157
0.136 0.011 0.150


Q: Which E_tot values were calculated for the entries above? A: -32307.26054, -51345.04243, -7794.40114, in eV.